{"formula": "C38H38AlClOP2", "method": "ωB97M-V with the def2-TZVPD basis set", "symbols": ["Al", "Cl", "P", "P", "C", "C", "C", "C", "C", "C", "C", "C", "C", "C", "C", "H", "H", "H", "H", "H", "C", "C", "C", "C", "C", "H", "H", "H", "H", "H", "C", "C", "C", "C", "C", "H", "H", "H", "H", "H", "C", "C", "C", "C", "C", "H", "H", "H", "H", "H", "C", "C", "C", "C", "C", "H", "H", "H", "H", "H", "C", "C", "C", "C", "C", "H", "H", "H", "H", "H", "H", "H", "C", "C", "O", "H", "H", "H", "H", "H", "H"], "xyz": [[0.462, -0.255, -0.012], [2.561, -0.265, 0.496], [-0.281, -1.489, 2.049], [0.889, 0.984, -2.175], [-2.094, -1.477, 2.403], [0.357, -0.857, 3.667], [0.134, -3.279, 1.928], [1.124, 0.050, -3.741], [-0.381, 2.236, -2.657], [2.403, 2.027, -1.964], [-2.908, -2.614, 2.193], [-4.251, -2.604, 2.621], [-4.800, -1.453, 3.220], [-3.996, -0.320, 3.391], [-2.648, -0.339, 3.028], [-2.502, -3.513, 1.725], [-4.860, -3.496, 2.493], [-5.829, -1.465, 3.574], [-4.425, 0.581, 3.827], [-2.026, 0.542, 3.236], [-0.267, -4.029, 0.798], [0.126, -5.359, 0.660], [0.826, -5.992, 1.694], [1.180, -5.269, 2.838], [0.870, -3.908, 2.956], [-0.900, -3.584, 0.022], [-0.135, -5.903, -0.250], [1.102, -7.046, 1.600], [1.711, -5.762, 3.657], [1.154, -3.340, 3.847], [-0.255, -1.191, 4.898], [0.230, -0.647, 6.093], [1.327, 0.212, 6.093], [1.938, 0.554, 4.879], [1.451, 0.027, 3.685], [-1.122, -1.850, 4.918], [-0.270, -0.902, 7.035], [1.715, 0.630, 7.031], [2.787, 1.247, 4.847], [1.938, 0.299, 2.745], [-0.194, 3.616, -2.421], [-1.169, 4.545, -2.821], [-2.345, 4.119, -3.443], [-2.544, 2.749, -3.671], [-1.557, 1.823, -3.311], [0.713, 3.983, -1.939], [-1.005, 5.613, -2.635], [-3.099, 4.846, -3.758], [-3.474, 2.410, -4.119], [-1.727, 0.764, -3.508], [1.472, -1.315, -3.688], [1.608, -2.051, -4.867], [1.444, -1.429, -6.106], [1.126, -0.074, -6.169], [0.954, 0.675, -5.000], [1.630, -1.807, -2.720], [1.834, -3.115, -4.806], [1.557, -2.012, -7.023], [1.005, 0.425, -7.134], [0.669, 1.728, -5.059], [3.434, 2.018, -2.909], [4.624, 2.729, -2.657], [4.800, 3.419, -1.442], [3.751, 3.454, -0.511], [2.541, 2.835, -0.809], [3.302, 1.493, -3.863], [5.407, 2.734, -3.417], [5.752, 3.920, -1.239], [3.891, 3.975, 0.440], [1.698, 2.962, -0.122], [-0.104, -1.902, -1.013], [0.598, -1.830, -0.504], [-2.607, 2.647, 0.346], [-2.093, 1.229, 0.097], [-0.609, 1.150, 0.481], [-2.597, 2.947, 1.402], [-3.666, 2.711, 0.076], [-2.135, 3.423, -0.284], [-2.649, 0.480, 0.694], [-2.100, 1.003, -0.988], [-0.464, 1.928, 1.072]], "charge": 2, "energy_ha": -2930.9331, "e_homo_ha": -0.520, "lumo_energy_ev": -6.22}